Molecular formula: C48H97NO23S6
Method: DFT, wB97M-V/def2-TZVPD

Computed properties:
**Total charge**: 0
**SMILES**: CCOCCOCCOC[C@@](Cc1ccc(C)cc1)(N=C(C)C)OC(=O)CC[C@H](C)CCC=C(C)C.CCOS(C)(=O)=O.CCOS(C)(=O)=O.CCOS(C)(=O)=O.CCOS(C)(=O)=O.CCOS(C)(=O)=O.CCOS(C)(=O)=O
**HOMO level**: -7.3 eV
**Orbital gap**: 0.2814 Eh
**E_tot**: -164937.1547 eV

Each line ends with the Löwdin charge.
Atoms and positions in Å:
C: 7.211 -3.677 3.024  -0.073
C: 8.297 -3.440 1.973  -0.282
O: 8.334 -2.115 1.484  -0.140
C: 7.622 -1.935 0.275  -0.198
C: 8.231 -0.761 -0.487  -0.191
O: 7.428 -0.331 -1.567  -0.121
C: 6.336 0.443 -1.111  -0.189
C: 5.559 1.063 -2.291  -0.158
O: 4.174 0.868 -2.061  -0.117
C: 3.375 2.021 -2.001  -0.143
C: 2.791 2.280 -0.572  -0.397
C: 3.895 2.996 0.227  -0.036
C: 3.890 2.856 1.732  -0.221
C: 3.820 4.023 2.495  -0.055
C: 3.793 4.015 3.881  -0.041
C: 3.837 2.798 4.556  -0.273
C: 3.767 2.757 6.070  -0.044
C: 3.948 1.634 3.809  -0.037
C: 3.975 1.652 2.420  -0.023
N: 1.632 3.127 -0.829  0.153
C: 1.127 3.850 0.107  -0.345
C: 0.682 3.368 1.473  -0.009
C: 0.954 5.327 -0.133  -0.010
O: 2.503 0.974 0.003  0.037
C: 1.498 0.288 -0.615  -0.429
O: 1.718 -0.488 -1.505  0.123
C: 0.071 0.421 -0.134  -0.077
C: -0.100 -0.217 1.265  -0.133
C: -1.435 -0.969 1.377  -0.352
C: -2.620 -0.166 0.797  -0.066
C: -1.781 -1.280 2.860  -0.139
C: -1.346 -2.712 3.314  -0.166
C: -0.352 -2.569 4.451  -0.096
C: 0.986 -2.414 4.283  -0.335
C: 1.863 -3.339 3.455  -0.060
C: 1.685 -1.227 4.941  -0.063
H: 7.216 -4.744 3.263  0.074
H: 7.484 -3.163 3.948  0.072
H: 6.217 -3.369 2.698  0.068
H: 9.266 -3.623 2.448  0.116
H: 8.206 -4.191 1.180  0.112
H: 6.563 -1.778 0.510  0.120
H: 7.674 -2.819 -0.374  0.127
H: 9.206 -1.041 -0.891  0.130
H: 8.426 0.041 0.240  0.127
H: 5.612 -0.114 -0.509  0.122
H: 6.717 1.261 -0.481  0.121
H: 5.843 2.117 -2.355  0.122
H: 5.841 0.563 -3.222  0.122
H: 3.861 2.926 -2.374  0.135
H: 2.506 1.852 -2.648  0.112
H: 4.846 2.581 -0.127  0.114
H: 3.894 4.046 -0.062  0.130
H: 3.786 4.981 1.981  0.109
H: 3.739 4.971 4.389  0.114
H: 2.745 3.012 6.367  0.083
H: 4.452 3.469 6.524  0.078
H: 3.935 1.733 6.404  0.072
H: 3.989 0.691 4.342  0.093
H: 4.033 0.718 1.874  0.114
H: -0.302 2.901 1.418  0.084
H: 0.711 4.200 2.179  0.086
H: 1.383 2.621 1.854  0.073
H: 1.012 5.580 -1.188  0.060
H: 0.003 5.632 0.317  0.089
H: 1.729 5.882 0.405  0.091
H: -0.542 -0.171 -0.812  0.114
H: -0.293 1.445 -0.193  0.103
H: 0.023 0.481 2.094  0.107
H: 0.680 -0.981 1.385  0.119
H: -1.385 -1.923 0.840  0.120
H: -3.573 -0.604 1.092  0.064
H: -2.562 0.862 1.171  0.089
H: -2.621 -0.137 -0.297  0.069
H: -1.288 -0.567 3.526  0.104
H: -2.858 -1.225 3.018  0.093
H: -2.218 -3.227 3.727  0.097
H: -0.936 -3.299 2.489  0.102
H: -0.752 -2.550 5.467  0.112
H: 1.514 -4.368 3.476  0.076
H: 1.979 -2.971 2.426  0.067
H: 2.858 -3.318 3.906  0.070
H: 2.674 -1.075 4.508  0.050
H: 1.784 -1.379 6.025  0.083
H: 1.092 -0.333 4.759  0.065
O: -2.206 -5.043 0.514  -0.261
S: -3.453 -4.390 0.264  0.561
O: -4.038 -3.515 1.239  -0.287
O: -4.531 -5.481 -0.169  -0.263
C: -4.754 -6.595 0.722  -0.246
C: -5.547 -6.208 1.955  -0.071
C: -3.355 -3.530 -1.269  -0.100
H: -3.798 -7.049 0.990  0.117
H: -5.309 -7.328 0.139  0.121
H: -4.986 -5.523 2.588  0.066
H: -5.784 -7.095 2.543  0.085
H: -6.476 -5.710 1.672  0.083
H: -2.940 -4.192 -2.023  0.070
H: -2.699 -2.676 -1.116  0.065
H: -4.351 -3.194 -1.546  0.060
O: -7.121 -3.093 6.071  -0.275
S: -6.059 -2.310 5.514  0.570
O: -4.694 -2.639 5.793  -0.282
O: -6.310 -0.779 5.881  -0.261
C: -6.486 -0.439 7.269  -0.255
C: -5.185 -0.472 8.048  -0.075
C: -6.271 -2.163 3.777  -0.112
H: -7.235 -1.093 7.718  0.114
H: -6.892 0.571 7.273  0.120
H: -4.788 -1.484 8.112  0.069
H: -5.346 -0.106 9.063  0.080
H: -4.431 0.145 7.560  0.084
H: -7.299 -1.882 3.561  0.070
H: -6.044 -3.135 3.342  0.063
H: -5.575 -1.417 3.399  0.072
O: -8.788 -1.381 1.152  -0.275
S: -7.864 -0.889 0.174  0.560
O: -6.773 -0.045 0.552  -0.276
O: -8.680 -0.195 -1.002  -0.260
C: -9.602 0.860 -0.655  -0.248
C: -8.899 2.156 -0.299  -0.073
C: -7.225 -2.245 -0.740  -0.115
H: -10.256 0.527 0.152  0.116
H: -10.223 1.006 -1.537  0.121
H: -8.319 2.054 0.616  0.070
H: -9.631 2.950 -0.151  0.082
H: -8.211 2.448 -1.092  0.086
H: -8.037 -2.890 -1.064  0.080
H: -6.555 -2.780 -0.067  0.061
H: -6.671 -1.860 -1.593  0.075
O: -0.383 -3.673 -3.066  -0.281
S: 0.708 -3.527 -3.988  0.586
O: 0.541 -2.761 -5.186  -0.282
O: 1.258 -4.979 -4.355  -0.259
C: 0.322 -5.951 -4.857  -0.254
C: -0.087 -5.682 -6.292  -0.074
C: 2.135 -2.931 -3.163  -0.112
H: -0.546 -6.002 -4.198  0.112
H: 0.834 -6.910 -4.793  0.121
H: -0.656 -4.757 -6.375  0.069
H: -0.708 -6.497 -6.665  0.080
H: 0.792 -5.582 -6.928  0.085
H: 2.296 -3.509 -2.257  0.083
H: 1.949 -1.889 -2.916  0.034
H: 2.985 -3.010 -3.836  0.083
O: -1.665 6.822 -2.594  -0.281
S: -0.749 7.288 -3.592  0.560
O: 0.185 8.331 -3.299  -0.277
O: -1.572 7.671 -4.899  -0.263
C: -2.652 8.618 -4.765  -0.252
C: -2.161 10.041 -4.586  -0.075
C: 0.126 5.918 -4.271  -0.114
H: -3.307 8.317 -3.946  0.114
H: -3.225 8.538 -5.686  0.121
H: -1.635 10.164 -3.641  0.070
H: -3.004 10.733 -4.598  0.081
H: -1.467 10.310 -5.383  0.085
H: -0.584 5.135 -4.523  0.078
H: 0.821 5.568 -3.511  0.059
H: 0.671 6.252 -5.150  0.080
O: 3.447 3.049 -6.644  -0.280
S: 3.908 1.699 -6.782  0.562
O: 3.740 0.997 -8.015  -0.272
O: 3.313 0.832 -5.592  -0.264
C: 1.880 0.826 -5.405  -0.244
C: 1.149 -0.011 -6.436  -0.074
C: 5.598 1.601 -6.298  -0.121
H: 1.511 1.853 -5.387  0.113
H: 1.719 0.406 -4.412  0.109
H: 1.234 0.416 -7.435  0.073
H: 0.091 -0.072 -6.182  0.084
H: 1.561 -1.015 -6.472  0.066
H: 5.725 2.110 -5.346  0.062
H: 6.182 2.093 -7.073  0.077
H: 5.880 0.554 -6.224  0.077